# 1
A structure of composition C51H35Br2Cl2N6O6PSn. Source: the Open Molecules 2025 dataset; level of theory: ωB97M-V/def2-TZVPD.

XYZ file:
```
104
Properties=species:S:1:pos:R:3:forces:R:3
Sn -0.2992 -0.7165 -0.7280 0.6 0.0 0.1
Cl 5.6530 0.7271 -4.5704 0.0 0.1 0.1
C 4.2685 -0.0789 -3.8605 0.0 0.0 0.0
C 4.1588 -0.1098 -2.4797 0.0 -0.1 0.0
C 3.0509 -0.7109 -1.8621 0.0 0.1 0.0
N 2.7214 -0.5754 -0.5377 0.0 0.0 0.1
C 3.6305 -0.3484 0.3956 0.0 -0.3 0.1
O 4.8601 -0.5449 0.3807 0.0 0.2 -0.1
C 3.0480 0.2133 1.6916 0.0 0.1 -0.1
C 3.7751 0.0889 2.8742 0.0 0.0 0.0
C 3.2949 0.6938 4.0214 0.0 0.0 0.0
C 2.1225 1.4340 3.9501 -0.1 0.0 0.0
C 1.4722 1.5104 2.7268 0.0 -0.1 0.0
N 1.9088 0.9027 1.6265 0.0 0.0 0.0
C 2.1080 -1.3661 -2.6931 0.1 -0.1 -0.1
C 2.2351 -1.3208 -4.0673 0.0 -0.1 0.0
C 3.3038 -0.6621 -4.6647 0.0 0.0 0.0
Cl 3.3977 -0.6028 -6.4063 0.0 0.0 0.0
N 1.0359 -2.0346 -2.0527 0.0 0.4 -0.1
C 1.1449 -3.3541 -1.9391 0.0 -0.1 0.1
O 1.9407 -4.1201 -2.4935 -0.1 0.0 0.0
C 0.1851 -3.9481 -0.9256 0.0 0.0 0.0
C -0.0910 -5.3086 -0.9460 0.0 0.0 0.0
C -0.9456 -5.8284 0.0075 0.0 0.0 0.0
C -1.4823 -4.9795 0.9678 0.0 0.0 0.0
C -1.1433 -3.6401 0.9198 -0.1 0.1 0.0
N -0.3285 -3.1360 -0.0045 -0.2 -0.1 -0.1
H 4.9250 0.3399 -1.8638 0.0 0.0 0.0
H 4.7038 -0.4642 2.8450 0.0 0.0 0.0
H 3.8331 0.6053 4.9589 0.0 0.0 0.0
H 1.7142 1.9385 4.8167 0.0 0.0 0.0
H 0.5603 2.0894 2.6169 0.0 0.0 0.0
H 1.4944 -1.8151 -4.6827 0.0 0.0 0.0
H 0.3817 -5.9109 -1.7090 0.0 0.0 0.0
H -1.1949 -6.8832 0.0055 0.0 0.0 0.0
H -2.1619 -5.3341 1.7311 0.0 0.0 0.0
H -1.5572 -2.9348 1.6314 0.0 0.0 0.0
O -1.7311 3.5628 -0.1044 0.0 -0.1 0.0
C -2.1920 2.5189 0.3760 0.0 0.1 -0.1
O -2.1038 1.3342 -0.0392 -0.1 0.0 0.1
C -3.0944 2.6792 1.6157 0.0 0.0 0.0
C -3.9016 3.8158 1.6846 0.0 0.0 0.0
C -4.8855 3.9405 2.6486 0.0 0.0 0.0
C -5.0839 2.9166 3.5711 0.0 0.0 0.0
C -4.2595 1.8056 3.5380 0.0 0.0 0.0
C -3.2379 1.6897 2.5902 -0.1 0.0 0.1
P -2.0939 0.2458 2.6299 0.0 0.2 -0.1
C -1.6548 0.1352 4.4193 0.0 -0.1 0.0
C -0.8387 -0.9508 4.7555 0.0 0.0 0.0
C -0.3402 -1.1126 6.0374 0.0 0.0 0.0
C -0.6201 -0.1653 7.0159 0.0 0.0 0.0
C -1.3993 0.9345 6.6914 0.0 0.0 0.0
C -1.9142 1.0818 5.4075 0.1 0.1 0.0
C -3.3529 -1.0844 2.4669 0.0 0.0 0.0
C -3.8947 -1.2243 1.1849 0.0 0.0 0.0
C -4.7983 -2.2380 0.9132 0.0 0.0 0.0
C -5.1753 -3.1282 1.9132 0.0 0.0 0.0
C -4.6400 -2.9974 3.1863 0.0 0.0 0.0
C -3.7311 -1.9806 3.4628 0.0 0.0 0.0
H -3.7378 4.5801 0.9354 0.0 0.0 0.0
H -5.5155 4.8229 2.6713 0.0 0.0 0.0
H -5.8733 2.9848 4.3108 0.0 0.0 0.0
H -4.4121 1.0063 4.2562 0.0 0.0 0.0
H -0.5734 -1.6728 3.9882 0.0 0.0 0.0
H 0.2905 -1.9638 6.2643 0.0 0.0 0.0
H -0.2138 -0.2735 8.0145 0.0 0.0 0.0
H -1.6092 1.6909 7.4391 0.0 0.0 0.0
H -2.5081 1.9573 5.1763 0.1 -0.1 0.0
H -3.5749 -0.5491 0.3964 0.0 0.0 0.0
H -5.1857 -2.3464 -0.0924 0.0 0.0 0.0
H -5.8753 -3.9269 1.6966 0.0 0.0 0.0
H -4.9270 -3.6886 3.9710 0.0 0.0 0.0
H -3.3136 -1.8909 4.4587 0.0 0.0 0.0
C -1.0776 0.5766 -4.5449 0.0 0.0 0.0
O -0.2365 0.9149 -3.4554 -0.1 0.0 0.0
C 0.7893 1.7490 -3.7148 0.0 0.0 0.1
C 1.1338 2.2058 -4.9696 0.0 0.0 -0.1
C 2.2489 3.0309 -5.1126 0.0 0.0 -0.1
Br 2.6945 3.6689 -6.8510 0.0 0.0 0.0
C 3.0293 3.3793 -4.0467 0.0 0.0 0.0
C 2.6912 2.9098 -2.7680 0.0 -0.1 0.0
C 1.5513 2.1235 -2.5833 0.3 -0.1 0.0
O 1.1763 1.6022 -1.4229 -0.1 0.3 0.0
C 3.5799 3.1447 -1.6344 0.0 -0.1 0.1
N 3.2403 3.0216 -0.3765 0.0 0.0 -0.1
C 4.3905 3.2759 0.3491 -0.1 0.0 0.0
C 4.5924 3.2867 1.7255 0.0 0.0 0.0
C 5.8663 3.5636 2.1855 0.0 0.0 0.0
C 6.9229 3.8271 1.3021 0.0 0.0 0.0
C 6.7338 3.8299 -0.0692 0.0 0.0 0.0
C 5.4502 3.5540 -0.5232 0.0 0.0 0.0
N 4.9003 3.4820 -1.7877 0.1 0.1 -0.1
H -0.5263 -0.0061 -5.2900 0.0 0.0 0.0
H -1.4841 1.4808 -5.0074 0.0 0.0 0.0
H -1.8756 -0.0256 -4.1255 0.0 0.0 0.0
H 0.5684 1.9132 -5.8407 0.0 0.0 0.0
H 3.8900 4.0182 -4.1902 0.0 0.0 0.0
H 1.7733 1.8847 -0.6882 -0.1 -0.1 0.0
H 3.7751 3.0671 2.3994 0.0 0.0 0.0
H 6.0581 3.5636 3.2514 0.0 0.0 0.0
H 7.9100 4.0270 1.7011 0.0 0.0 0.0
H 7.5504 4.0292 -0.7518 0.0 0.0 0.0
H 5.4027 3.4342 -2.6560 0.0 -0.1 0.0
Br -2.4104 -1.6405 -2.1862 -0.3 -0.3 0.0
```
Positions in Å, forces in eV/Å.

charge = -2
energy = -9368.80733 Ha
energy relative to the best compared isomer or geometry (same formula, charge and spin) = 1.1205 eV

Results of the Löwdin charge analysis, in e, for atoms 1 through 99: Sn 1.116; Cl 0.612; C -0.674; C -0.049; C -0.221; N 0.087; C -0.500; O -0.019; C -0.201; C -0.025; C -0.092; C -0.093; C -0.153; N 0.127; C -0.239; C -0.052; C -0.692; Cl 0.608; N -0.065; C -0.504; O 0.017; C -0.207; C -0.002; C -0.066; C -0.060; C -0.129; N -0.011; H 0.100; H 0.107; H 0.095; H 0.094; H 0.103; H 0.119; H 0.113; H 0.098; H 0.097; H 0.093; O -0.018; C -0.681; O -0.226; C -0.123; C -0.033; C -0.099; C -0.108; C -0.126; C -0.296; P 1.125; C -0.376; C -0.128; C -0.098; C -0.114; C -0.100; C -0.091; C -0.372; C -0.116; C -0.088; C -0.111; C -0.111; C -0.105; H 0.109; H 0.089; H 0.089; H 0.102; H 0.103; H 0.097; H 0.090; H 0.094; H 0.090; H 0.060; H 0.096; H 0.090; H 0.090; H 0.091; C -0.093; O -0.111; C -0.203; C -0.064; C -0.683; Br 0.677; C -0.107; C -0.071; C -0.179; O -0.018; C -0.246; N 0.189; C -0.200; C -0.005; C -0.097; C -0.114; C -0.033; C -0.186; N 0.177; H 0.096; H 0.098; H -0.017; H 0.097; H 0.098; H 0.078; H 0.096



# 2
A structure of composition C51H37Co2O9PS2 at a distorted geometry. Source: the Open Molecules 2025 dataset; level of theory: ωB97M-V/def2-TZVPD.

XYZ file:
```
102
Properties=species:S:1:pos:R:3:forces:R:3
O 2.5836 2.9500 2.1349 -1.4 -0.7 -0.3
C 1.6137 2.3423 1.9692 1.5 0.7 0.2
Co 0.1093 1.4325 1.8800 1.8 1.8 4.3
C 0.4424 0.3974 3.3204 0.7 0.0 0.9
O 0.9476 -0.0059 4.2913 -0.8 0.4 -1.1
C -0.7639 2.7777 2.5978 -1.1 1.6 0.8
O -1.1828 3.6882 3.1815 0.4 -0.9 -0.6
C -0.7945 0.7165 0.5280 -2.0 -0.4 -2.8
C 0.5573 0.4820 0.3980 0.7 -2.4 -2.2
C 1.6457 -0.1109 -0.1535 -1.3 0.9 1.4
C 2.6893 -0.4176 0.8440 1.3 0.7 0.6
C 3.8679 0.3537 0.9570 -0.2 -0.7 -0.1
C 4.8702 -0.0245 1.8462 -0.1 -0.1 0.3
C 4.6641 -1.1035 2.7221 -0.2 0.2 0.0
C 3.4187 -1.7475 2.7500 0.4 0.1 0.0
C 2.4512 -1.4089 1.8160 0.0 0.1 -0.7
Co -1.6920 -0.2025 2.0669 0.2 -0.9 -0.2
C -1.4111 -1.3603 3.3440 0.5 -1.1 0.5
O -1.2896 -2.1090 4.2240 -0.3 0.4 -0.4
C -2.5442 -1.0620 0.8248 -0.1 -0.2 -0.6
O -3.1867 -1.5661 0.0006 0.5 0.3 0.7
P -3.3585 0.7113 3.0067 -0.4 0.3 -0.5
C -3.5302 0.9780 4.8218 -0.1 0.3 0.3
C -4.8059 1.1883 5.3746 0.2 -0.1 0.4
C -4.9686 1.3791 6.7499 0.2 0.0 -0.3
C -3.8518 1.3498 7.5910 0.1 0.0 -0.3
C -2.5774 1.1590 7.0454 -0.2 0.0 0.0
C -2.4080 0.9889 5.6647 -0.4 0.0 0.0
C -3.8980 2.3331 2.3111 -0.3 0.2 0.3
C -4.2605 3.4198 3.1194 -0.2 0.1 -0.4
C -4.6935 4.6158 2.5405 0.2 -0.1 -0.1
C -4.6954 4.7633 1.1499 0.0 -0.2 0.1
C -4.2983 3.6964 0.3391 0.1 -0.2 0.2
C -3.8971 2.4856 0.9158 -0.1 0.3 0.1
C -4.8857 -0.3218 2.7787 -0.3 0.4 0.2
C -5.9745 0.1023 2.0069 -0.1 -0.4 0.0
C -7.0599 -0.7541 1.7867 0.2 0.0 0.2
C -7.0770 -2.0279 2.3600 0.1 0.2 0.0
C -6.0299 -2.4240 3.1988 0.1 0.3 0.0
C -4.9451 -1.5684 3.4196 -0.3 -0.2 -0.2
H -1.4462 1.0881 -0.2587 0.2 0.5 0.1
H 1.7678 -0.4001 -1.1922 -0.6 -0.2 0.4
H 3.9720 1.2290 0.3179 0.1 -0.4 0.1
H 5.8034 0.5480 1.8734 -0.3 -0.3 0.1
H 5.4571 -1.4082 3.4100 -0.2 0.1 -0.1
H 3.1933 -2.5015 3.5100 0.2 0.2 -0.3
H 1.4807 -1.9139 1.7890 0.3 0.1 0.1
H -5.6826 1.2014 4.7218 0.3 0.0 0.2
H -5.9676 1.5548 7.1525 0.3 -0.1 0.0
H -3.9793 1.4829 8.6673 0.1 0.0 -0.3
H -1.7034 1.1441 7.6994 -0.2 0.0 -0.2
H -1.4042 0.8691 5.2464 -0.4 -0.1 0.1
H -4.1954 3.3361 4.2042 -0.1 0.0 -0.3
H -5.0153 5.4339 3.1866 0.2 -0.1 -0.2
H -4.9944 5.7122 0.7020 0.0 -0.3 0.1
H -4.2928 3.7953 -0.7476 0.0 0.0 0.3
H -3.5764 1.6597 0.2742 -0.1 0.2 0.3
H -5.9846 1.1069 1.5849 0.0 -0.3 0.0
H -7.8905 -0.4103 1.1686 0.2 -0.1 0.1
H -7.9101 -2.7057 2.1644 0.2 0.2 0.1
H -6.0559 -3.3997 3.6882 0.0 0.3 -0.2
H -4.1496 -1.8707 4.1058 -0.1 0.1 -0.3
C 2.9024 -4.7432 -1.4575 0.0 0.2 -0.1
C 1.7816 -4.4596 -2.2468 0.3 0.1 0.3
C 1.5073 -3.1515 -2.6347 0.1 0.2 -0.2
C 2.4869 -2.1261 -2.4956 0.2 -0.9 1.3
C 2.3861 -0.8747 -3.2294 0.1 0.4 -2.6
S 3.7625 0.2689 -3.2527 -0.9 -1.0 0.1
C 3.1158 1.8088 -3.8642 -0.3 0.3 0.0
C 3.9896 2.6875 -4.5075 -0.4 0.0 -0.2
C 3.4733 3.8474 -5.0947 -0.1 -0.2 0.2
C 2.1062 4.1329 -4.9934 0.0 -0.3 -0.1
C 1.2491 3.2473 -4.3280 0.3 0.0 0.1
C 1.7603 2.0850 -3.7429 -0.1 0.5 0.0
O 4.2298 0.5193 -1.9008 0.0 -0.1 -0.5
O 4.7183 -0.1431 -4.2611 0.6 0.3 0.2
S 1.8580 -1.1731 -4.9708 0.9 0.7 1.0
C 3.0803 -2.1338 -5.9041 -0.2 -0.3 -0.3
C 4.1019 -1.4966 -6.6160 0.3 -0.1 0.1
C 5.1394 -2.2544 -7.1669 -0.4 -0.1 0.1
C 5.0989 -3.6506 -7.0915 -0.3 0.0 0.0
C 3.9617 -4.2821 -6.5711 0.1 0.2 -0.1
C 2.9445 -3.5187 -5.9879 0.3 0.0 0.2
O 0.6503 -1.9654 -4.9505 0.0 0.1 -0.4
O 1.8724 0.0896 -5.6812 -0.3 0.1 0.0
C 3.4852 -2.3853 -1.5146 0.0 -0.1 -0.5
C 3.6909 -3.6708 -1.0207 -0.2 -0.2 -0.2
H 3.1310 -5.7660 -1.1507 -0.1 0.3 -0.1
H 1.1067 -5.2536 -2.5726 0.0 0.2 0.3
H 0.5304 -2.9073 -3.0519 0.6 -0.2 -0.2
H 5.0462 2.4334 -4.5905 -0.3 0.0 0.0
H 4.1403 4.5021 -5.6631 -0.2 -0.1 0.3
H 1.7015 5.0320 -5.4648 0.1 -0.3 0.1
H 0.1732 3.4288 -4.2903 0.3 0.1 0.0
H 1.1102 1.3872 -3.2134 0.2 0.1 -0.2
H 4.0969 -0.4176 -6.7395 0.0 -0.2 0.4
H 5.9765 -1.7462 -7.6524 -0.3 -0.2 0.2
H 5.9359 -4.2428 -7.4704 -0.3 0.1 0.0
H 3.8526 -5.3681 -6.6156 0.1 0.3 0.1
H 2.0488 -3.9857 -5.5812 0.3 0.1 0.1
H 4.0908 -1.5584 -1.1416 0.0 -0.4 -0.3
H 4.4992 -3.8427 -0.3099 -0.2 0.1 -0.1
```
Positions in Å, forces in eV/Å.

charge = -2
energy = -6545.97212 Ha

Results of the Löwdin charge analysis, in e, for atoms 1 through 99: O 0.128; C -0.118; Co 0.064; C -0.196; O 0.079; C -0.166; O 0.090; C -0.259; C -0.236; C -0.046; C -0.247; C -0.072; C -0.093; C -0.114; C -0.103; C -0.054; Co -0.098; C -0.272; O 0.056; C -0.225; O 0.082; P 1.038; C -0.322; C -0.106; C -0.095; C -0.106; C -0.081; C -0.058; C -0.342; C -0.094; C -0.093; C -0.104; C -0.081; C -0.096; C -0.328; C -0.080; C -0.094; C -0.111; C -0.087; C -0.084; H 0.054; H 0.058; H 0.101; H 0.094; H 0.082; H 0.098; H 0.122; H 0.110; H 0.094; H 0.092; H 0.101; H 0.091; H 0.097; H 0.095; H 0.092; H 0.101; H 0.100; H 0.096; H 0.095; H 0.091; H 0.097; H 0.106; C -0.130; C -0.111; C -0.064; C -0.291; C -0.351; S 0.686; C -0.287; C -0.062; C -0.098; C -0.104; C -0.073; C -0.067; O -0.317; O -0.331; S 0.693; C -0.247; C -0.077; C -0.088; C -0.109; C -0.094; C -0.060; O -0.342; O -0.341; C -0.048; C -0.099; H 0.080; H 0.092; H 0.101; H 0.111; H 0.092; H 0.090; H 0.102; H 0.116; H 0.107; H 0.098; H 0.090; H 0.094



Number 1: HOMO-LUMO gap 6.09 eV. Number 2: HOMO-LUMO gap 5.85 eV.